(1)
Entry from the Open Molecules 2025 dataset: a molecular structure, C11H21BrN2PReSbSe4 in a non-equilibrium geometry (ωB97M-V with the def2-TZVPD basis set).

Structure (ORCA input):
```
! RIJCOSX wB97M-V def2-TZVPD def2/J DEFGRID3
* xyz 3 1
Re -0.606 0.060 -0.294
N -0.021 -0.024 1.941
C 1.405 -0.316 2.224
C 2.206 0.431 1.204
N 1.700 0.020 -0.135
H -0.223 0.922 2.265
H -0.623 -0.638 2.487
H 1.565 -1.387 2.147
H 1.685 -0.016 3.233
H 3.271 0.223 1.309
H 2.060 1.505 1.302
H 2.042 -0.918 -0.336
H 2.120 0.615 -0.846
Se -3.236 3.107 -3.707
Sb -3.320 0.808 -3.830
Se -0.698 0.206 -2.566
Se -2.723 -0.032 0.375
Se -3.967 -1.363 -4.284
Br 0.539 6.687 0.515
C 0.262 4.866 0.326
C 1.032 4.139 -0.581
C 0.830 2.779 -0.722
C -0.161 2.114 0.020
C -0.910 2.863 0.944
C -0.711 4.229 1.082
H 1.774 4.644 -1.186
H 1.424 2.266 -1.467
H -1.670 2.402 1.564
H -1.317 4.798 1.774
C 0.331 -3.420 0.948
P -0.177 -2.467 -0.502
C 1.038 -2.890 -1.777
C -1.735 -3.226 -1.006
H 0.320 -4.473 0.657
H -0.365 -3.283 1.776
H 1.341 -3.172 1.267
H 0.787 -3.880 -2.162
H 2.043 -2.943 -1.354
H 1.034 -2.181 -2.602
H -1.554 -4.285 -1.202
H -2.127 -2.752 -1.905
H -2.463 -3.134 -0.200
*
```

## Properties
Gap between HOMO and LUMO (alpha / beta) = 4.38 / 4.37 eV
HOMO level (alpha / beta) = -16.69 / -16.68 eV

(2)
Entry from the Open Molecules 2025 dataset: C8H12N2O3S in the gas phase in a non-equilibrium geometry (ωB97M-V with the def2-TZVPD basis set).

Structure (ORCA input):
```
! RIJCOSX wB97M-V def2-TZVPD def2/J DEFGRID3
* xyz 0 1
C 0.985 -1.726 0.749
C 2.311 1.079 -0.231
C -0.267 -2.494 0.517
C 0.751 0.474 -0.555
C -0.534 -1.679 -0.675
C -0.521 0.888 0.120
C -0.285 0.898 1.589
C -0.934 2.232 -0.441
N 1.697 -1.507 -1.652
N 0.800 -1.019 -0.613
O 2.259 1.963 0.571
O 1.874 -1.506 1.522
O 3.109 0.408 -0.844
S -1.823 -0.313 -0.457
H -0.070 -3.527 0.455
H -1.013 -2.328 1.336
H 0.666 0.614 -1.596
H -0.549 -2.185 -1.671
H -0.980 1.635 2.189
H 0.665 1.496 1.555
H -0.500 0.012 2.010
H -1.811 2.565 -0.014
H -1.096 2.327 -1.449
H -0.147 3.027 -0.269
H 2.243 -2.347 -1.187
H 2.563 -0.817 -1.647
*
```

## Properties
Gap between HOMO and LUMO = 8.44 eV
Structure (SMILES) = CC1(C)S[C@@H]2CC(=O)[N@+]2(N)[C@@H]1C(=O)[O-]
HOMO level = -8.87 eV

(3)
Entry from the Open Molecules 2025 dataset: 3 unconnected molecules or ions with the total composition C25H62BNO2P2Si in a non-equilibrium geometry (ωB97M-V with the def2-TZVPD basis set).

Structure (ORCA input):
```
! RIJCOSX wB97M-V def2-TZVPD def2/J DEFGRID3
* xyz 0 1
C -3.028 -5.387 2.201
C -1.744 -6.232 1.899
B -1.089 -6.009 0.440
O -0.710 -7.223 -0.234
Si -0.755 -4.217 -0.377
C 0.461 -3.351 0.845
C 1.034 -1.985 0.347
O 2.458 -1.983 0.593
C 0.473 -0.776 1.193
N 0.733 0.495 0.484
P -2.633 -2.991 -0.448
C -3.753 -3.738 -1.786
C -4.504 -5.012 -1.294
C -2.239 -1.260 -1.078
C -2.627 -1.036 -2.595
P -0.026 -4.327 -2.477
C -0.210 -6.026 -3.246
C -1.677 -6.532 -3.331
C 1.719 -3.682 -2.704
C 2.812 -4.299 -1.752
H -3.837 -5.607 1.484
H -2.837 -4.303 2.275
H -3.407 -5.692 3.199
H -1.005 -6.021 2.702
H -2.038 -7.298 2.011
H 0.251 -7.229 -0.222
H -0.137 -3.185 1.773
H 1.249 -4.076 1.135
H 0.851 -1.763 -0.713
H 2.521 -2.135 1.537
H -0.616 -0.875 1.341
H 1.032 -0.697 2.144
H 0.031 0.651 -0.231
H 1.633 0.460 0.017
H -4.529 -2.977 -1.992
H -3.128 -3.911 -2.685
H -5.198 -5.331 -2.091
H -5.120 -4.701 -0.427
H -3.823 -5.811 -0.961
H -2.791 -0.500 -0.492
H -1.170 -0.994 -1.009
H -2.204 -1.822 -3.239
H -3.721 -0.943 -2.658
H -2.196 -0.077 -2.952
H 0.427 -6.806 -2.782
H 0.151 -5.946 -4.293
H -2.349 -5.846 -3.875
H -2.134 -6.745 -2.354
H -1.656 -7.483 -3.901
H 2.018 -3.977 -3.734
H 1.739 -2.577 -2.716
H 3.359 -5.093 -2.300
H 3.568 -3.509 -1.576
H 2.413 -4.696 -0.810
C 4.556 6.157 0.678
C 4.279 4.987 -0.260
C 3.181 4.052 0.248
C 3.483 3.350 1.572
C 4.758 2.507 1.589
C 4.727 1.347 0.601
H 4.917 5.818 1.650
H 5.319 6.811 0.252
H 3.653 6.752 0.834
H 5.204 4.430 -0.437
H 3.971 5.385 -1.232
H 2.975 3.302 -0.523
H 2.256 4.623 0.364
H 2.631 2.710 1.823
H 3.545 4.094 2.374
H 4.891 2.102 2.596
H 5.634 3.133 1.394
H 3.883 0.684 0.808
H 5.643 0.758 0.679
H 4.647 1.696 -0.431
C -3.463 7.971 0.441
C -3.377 6.696 1.273
C -2.312 6.757 2.368
C -0.876 6.926 1.868
C -0.395 5.843 0.902
C -0.370 4.449 1.519
H -2.533 8.166 -0.096
H -4.260 7.887 -0.300
H -3.682 8.834 1.074
H -3.200 5.840 0.616
H -4.348 6.522 1.746
H -2.382 5.851 2.977
H -2.544 7.589 3.041
H -0.209 6.949 2.736
H -0.771 7.902 1.384
H 0.618 6.099 0.576
H -1.012 5.835 -0.001
H 0.277 4.424 2.399
H 0.013 3.722 0.800
H -1.369 4.123 1.816
*
```

## Properties
Gap between HOMO and LUMO = 7.60 eV
Structure (SMILES) = CCB(O)[Si](C[C@H](O)CN)(P(CC)CC)P(CC)CC.CCCCCC.CCCCCC
HOMO level = -7.42 eV

| no. | calculated total energy (eV) |
| --- | --- |
| 1 | -364084.3327 |
| 2 | -28444.4480 |
| 3 | -59647.6351 |